1.
{"formula": "C2H5N5", "method": "ωB97M-V/def2-TZVPD", "orbital_gap_ha": [0.20629, 0.20639], "e_homo_ev": [-19.086, -19.088], "total_energy_ev": -9580.5723, "de_lowest_kcal_mol": 90.5, "charge": 2, "lumo_ev": [-13.47, -13.47], "smiles": "[H]/N=C(\\N)N=[N+]=C=[NH2+]", "symbols": ["N", "N", "N", "N", "N", "C", "C", "H", "H", "H", "H", "H"], "coordinates": [[0.8100, -2.6560, -0.6099], [0.9757, -0.2606, -0.8452], [-0.8495, 0.1926, 0.8042], [-0.6087, 2.5323, 0.4278], [0.6529, 0.8926, -0.7207], [0.7266, -1.4198, -0.6032], [-0.3853, 1.2578, 0.1852], [-1.6912, 0.2063, 1.3309], [-1.2479, 2.7279, 1.2421], [0.1363, -3.2794, 0.0273], [1.3938, -3.3558, -1.2783], [0.0875, 3.1620, 0.0399]], "forces_ev_per_a": [[-0.70, -4.02, -0.06], [-0.06, 1.01, -0.05], [1.48, 0.60, -2.42], [-0.05, -0.16, 0.14], [0.89, 1.09, -0.97], [0.10, -1.38, 0.26], [-1.73, -2.59, 3.30], [-0.91, 0.42, 0.77], [1.18, 0.33, -1.38], [1.45, 1.76, -1.15], [-1.05, 2.28, 1.29], [-0.61, 0.68, 0.28]], "mulliken_charge": [-0.230, 0.535, -0.472, -0.321, -0.281, 0.466, 0.572, 0.286, 0.299, 0.428, 0.428, 0.290]}

---

2.
{"formula": "C28H57Br12Cl3NO7P2S", "method": "ωB97M-V/def2-TZVPD", "orbital_gap_ha": 0.20070, "e_homo_ev": -3.882, "total_energy_ev": -953270.7420, "charge": -1, "lumo_ev": 1.58, "symbols": ["Br", "Br", "Br", "Br", "Br", "Br", "Br", "Br", "Br", "Br", "Br", "Br", "Cl", "Cl", "Cl", "S", "P", "P", "O", "O", "O", "O", "O", "O", "O", "N", "C", "C", "C", "C", "C", "C", "C", "C", "C", "C", "C", "C", "C", "C", "C", "C", "C", "C", "C", "C", "C", "C", "C", "C", "C", "C", "C", "C", "H", "H", "H", "H", "H", "H", "H", "H", "H", "H", "H", "H", "H", "H", "H", "H", "H", "H", "H", "H", "H", "H", "H", "H", "H", "H", "H", "H", "H", "H", "H", "H", "H", "H", "H", "H", "H", "H", "H", "H", "H", "H", "H", "H", "H", "H", "H", "H", "H", "H", "H", "H", "H", "H", "H", "H", "H"], "coordinates": [[10.0666, 4.9546, 1.0139], [-5.3015, 2.7534, 2.2462], [2.5808, 2.6606, 2.6670], [6.7510, 1.4651, -0.5453], [9.7646, 0.2568, 1.1904], [12.9689, 5.4157, 3.2637], [-7.1333, 4.8125, -1.0669], [-2.6285, 4.7371, 0.6592], [-4.3042, 2.5727, -1.7583], [-0.1142, 0.5990, 4.1879], [3.2440, 2.0928, -1.3070], [2.3045, 3.7794, -4.4538], [-3.2532, -1.6236, 0.6351], [-2.1325, 1.1231, 0.9734], [-2.1634, -2.6408, 3.5205], [4.3692, -2.1601, -2.4502], [-1.8963, -4.1040, 1.9897], [-0.5041, -3.1845, 0.3616], [-1.9697, -2.4255, -1.8967], [4.5977, -3.5462, -2.1837], [5.4056, -1.3630, -1.5189], [-0.9230, -5.1161, 2.8955], [4.6065, -1.7928, -3.8182], [-7.1451, -1.5750, 0.1655], [-5.2114, -1.7822, -1.8801], [0.6732, -2.8106, 1.6558], [-7.4264, -1.2781, -1.1814], [9.1772, -0.0413, -0.6426], [2.7449, -1.6405, -1.9764], [11.6627, 3.9730, 3.1848], [0.3340, -4.9414, 0.0523], [-4.0344, -1.3342, -2.5384], [0.9745, 2.0129, 4.9601], [8.5477, 1.1942, -1.2284], [11.2824, 3.6369, 1.7692], [-6.1993, -0.7781, -1.9073], [-7.6398, -0.6184, 1.0938], [2.1063, -2.4049, -0.7881], [0.4191, 0.1661, 0.8039], [-0.5677, -6.1211, 0.1382], [1.4932, 2.2993, -2.1354], [-5.6591, 3.2518, -2.9690], [-1.2204, -6.7269, -0.8986], [1.5716, 2.1733, -3.6321], [-1.0162, -0.2535, 0.7944], [-3.0825, -2.4999, -2.7503], [-1.4988, -1.4867, 0.6105], [-3.9709, 5.2741, 1.9585], [-6.0067, 4.6817, -2.6497], [1.2284, 3.1320, 3.9846], [0.6023, -2.4687, -1.0359], [-4.2188, 4.1916, 2.9759], [-6.7029, -0.6418, 2.2918], [-1.7892, -3.5849, -1.0471], [-4.2779, -0.7844, -3.4544], [-6.5123, 2.5843, -2.8981], [8.4997, -0.8889, -0.6218], [0.3370, 3.4152, 3.4324], [-4.7892, 4.5848, 3.8150], [-8.6472, -0.9213, 1.3985], [0.3470, -2.1138, 2.3145], [12.1387, 3.5843, 1.1048], [-6.5885, 5.1252, -3.4551], [10.8135, 4.2866, 3.7824], [2.5661, -3.3869, -0.7002], [-6.5668, -1.6769, 2.5966], [0.4842, -3.0306, -1.9647], [8.4339, 1.0848, -2.3047], [1.1612, -5.1160, 0.7508], [-3.5267, -0.6355, -1.8642], [-2.7346, -3.9582, -0.6548], [-5.7385, -0.2466, 1.9788], [1.6292, 4.0022, 4.5006], [2.3867, -1.8457, 0.0981], [0.8218, -4.9782, -0.9281], [0.8806, 1.5015, -1.7188], [-2.2960, -6.8674, -0.8238], [10.0764, -0.3090, -1.1926], [0.9839, -3.6019, 2.2010], [-5.1284, 5.2897, -2.4584], [-4.8639, 5.5377, 1.3996], [-2.7465, -2.4798, -3.7962], [2.1955, 1.3444, -3.9522], [-0.7411, -7.0374, -1.8232], [1.8905, 1.5512, 5.3143], [0.8807, 0.1914, -0.1837], [5.0133, -0.5079, -1.2834], [-3.3007, 3.7397, 3.3399], [-7.6423, 0.3793, 0.6482], [0.5751, 2.0625, -4.0530], [-8.2114, -0.5246, -1.2998], [2.8509, -0.6044, -1.6497], [9.1044, 2.1013, -1.0139], [-0.6119, -6.6422, 1.0915], [-7.1188, -0.0685, 3.1183], [0.4609, 1.2084, 1.1222], [-1.3250, -4.2944, -1.7304], [-6.4652, -0.5265, -2.9423], [1.0967, -0.3420, 1.4788], [-5.2269, 3.1817, -3.9652], [2.0982, -1.6332, -2.8495], [-3.5677, 6.1640, 2.4379], [-0.3692, -4.5964, 3.4903], [-5.7930, 0.0910, -1.3704], [1.1051, 3.2580, -1.8081], [0.4014, 2.3786, 5.8100], [10.7367, 2.6966, 1.7336], [-3.6146, -3.4464, -2.6405], [-7.7549, -2.1984, -1.6708], [0.2796, -1.4680, -1.3284], [12.1467, 3.1221, 3.6589]], "forces_ev_per_a": [[0.06, -0.01, -0.05], [0.07, 0.01, 0.02], [-0.06, 0.01, -0.01], [0.07, 0.29, 0.19], [-0.09, -0.17, 0.02], [-0.06, 0.02, 0.02], [0.09, 0.02, 0.04], [0.00, 0.12, 0.06], [-0.04, -0.08, -0.03], [0.04, -0.02, 0.10], [0.04, 0.19, 0.01], [0.05, -0.04, -0.01], [0.21, -0.31, 0.05], [0.31, 0.01, -0.07], [0.29, 0.00, -0.01], [0.53, -1.36, -1.54], [-1.24, -0.96, 0.15], [0.15, 0.26, -1.07], [-0.34, -0.03, 0.48], [-0.15, 0.01, 0.74], [-0.76, -0.04, 0.19], [0.13, 0.36, 0.07], [-0.16, 0.90, 0.08], [-0.23, 0.33, -0.09], [-0.31, -0.05, -0.81], [0.42, 0.52, 0.19], [0.20, -0.27, -0.36], [0.18, 0.05, 0.00], [-0.09, 0.33, 1.07], [0.22, 0.00, 0.02], [1.30, -1.96, 0.15], [0.20, 0.01, 0.90], [-0.27, -0.15, -0.02], [-0.22, -0.11, -0.15], [-0.24, 0.02, -0.03], [0.35, -0.23, 0.83], [0.52, -0.44, 0.35], [0.53, 0.28, -0.50], [0.25, 1.28, -0.02], [0.17, -0.43, -0.49], [0.02, -0.27, 0.09], [0.31, -0.08, 0.05], [0.14, 0.14, 0.26], [-0.07, 0.14, -0.09], [-0.18, -0.48, -0.10], [-0.02, 0.02, -0.58], [0.03, 0.70, 0.43], [0.23, 0.09, -0.01], [-0.24, 0.05, -0.05], [0.21, 0.06, 0.01], [0.63, 0.38, 0.19], [-0.26, -0.08, -0.01], [-0.26, -0.09, -0.45], [0.51, 0.45, -0.50], [-0.14, -0.23, -0.20], [-0.06, 0.04, 0.00], [-0.05, 0.03, 0.00], [-0.03, -0.06, 0.00], [0.02, 0.05, -0.01], [-0.17, 0.25, -0.09], [-0.21, 0.02, -0.05], [0.05, 0.00, 0.04], [-0.01, -0.02, -0.01], [-0.03, 0.00, -0.03], [-0.12, -0.14, 0.00], [0.07, -0.03, 0.14], [-0.26, -0.31, 0.14], [0.02, -0.06, 0.00], [-0.05, 0.38, 0.20], [0.09, 0.17, -0.17], [-0.14, 0.00, -0.21], [0.12, 0.01, 0.22], [-0.02, -0.01, 0.03], [-0.27, -0.16, 0.30], [-0.27, 0.51, -0.21], [-0.02, 0.03, -0.06], [0.20, -1.54, 0.51], [0.00, 0.03, -0.02], [-0.02, -0.18, -0.24], [0.04, -0.04, 0.01], [-0.04, -0.07, 0.01], [0.23, 0.03, 0.02], [0.01, -0.01, 0.04], [-0.21, 1.47, -0.65], [0.05, 0.05, -0.02], [-0.08, -0.40, -0.14], [0.29, 0.19, -0.03], [0.03, 0.01, -0.04], [-0.20, 0.08, -0.06], [-0.02, -0.01, 0.05], [-0.16, -0.02, 0.17], [-0.01, 0.15, -0.31], [0.02, -0.02, 0.05], [-1.39, 1.11, 0.55], [0.10, 0.10, 0.07], [-0.06, 0.02, 0.07], [-0.08, -0.58, 0.41], [0.03, 0.19, -0.06], [-0.16, -0.51, -0.02], [-0.04, 0.06, -0.02], [0.33, -0.30, -0.34], [-0.02, -0.02, 0.05], [0.11, -0.01, 0.00], [-0.21, 0.23, -0.25], [0.01, 0.02, -0.02], [0.04, 0.07, 0.00], [0.06, 0.06, 0.05], [-0.16, 0.01, 0.19], [-0.09, -0.05, 0.04], [-0.26, 0.09, 0.23], [-0.01, -0.03, -0.03]], "mulliken_charge": [-0.135, -0.065, -0.120, -0.077, -0.176, -0.156, -0.164, -0.152, -0.013, -0.039, -0.089, -0.175, 0.298, 0.194, -0.294, 1.409, 0.331, 2.344, -0.024, -0.654, -0.320, -0.517, -0.712, -0.328, -0.328, -0.814, -1.021, -0.500, -0.020, -0.612, -1.206, -0.059, -0.635, -0.658, -0.035, 0.339, -0.085, -0.891, -0.157, -0.331, 0.016, -0.717, -1.014, -0.603, -0.488, -0.928, -0.580, -0.479, -0.574, -0.468, -1.945, -0.606, -0.943, -2.210, 0.488, 0.340, 0.295, 0.204, 0.378, 0.258, 0.107, 0.416, 0.371, 0.392, 0.935, 0.319, 0.894, 0.359, 0.328, 0.021, 0.854, -0.036, 0.373, 0.196, 0.520, -0.328, 0.260, 0.382, 0.342, 0.361, 0.254, 0.236, 0.287, 0.333, 0.379, -1.364, 0.260, 0.278, 0.287, 0.450, 0.449, -0.647, 0.346, 0.446, 0.392, 0.441, 0.752, 0.420, 0.430, 0.390, 0.487, 0.362, 0.296, -0.195, 0.541, 0.324, -0.223, 0.365, 0.335, 0.687, 0.355]}

---

| no. | F_max (eV/Å) | M (g mol⁻¹) |
| --- | --- | --- |
| 1 | 4.5 | 99.1 |
| 2 | 2.4 | 1679.0 |